Entry 1:
Molecular formula: C22H32N2O4
Method: DFT, ωB97M-V with the def2-TZVPD basis set

ORCA input file:
```
! RIJCOSX wB97M-V def2-TZVPD def2/J DEFGRID3
* xyz 0 1
C -9.03 -2.37 -0.03
O -7.66 -2.46 -0.34
C -7.08 -1.26 -0.78
C -6.90 -0.21 0.33
C -6.04 0.93 -0.19
O -6.55 1.90 -0.73
N -4.70 0.81 -0.07
C -4.02 -0.27 0.62
H -4.46 -1.23 0.34
C -2.54 -0.30 0.24
H -2.07 -1.16 0.71
H -2.44 -0.41 -0.84
C -1.83 1.00 0.66
C -2.79 2.19 0.54
C -3.87 1.92 -0.50
H -3.40 1.69 -1.47
H -4.52 2.78 -0.63
H -3.26 2.39 1.50
H -2.22 3.07 0.25
O -0.74 1.28 -0.21
C 0.42 0.58 -0.11
C 0.72 -0.37 0.86
C 1.96 -0.99 0.86
C 2.91 -0.69 -0.10
C 2.60 0.24 -1.08
C 1.38 0.87 -1.09
H 1.13 1.59 -1.85
H 3.32 0.46 -1.86
C 4.22 -1.42 -0.13
O 4.34 -2.49 -0.69
N 5.25 -0.82 0.52
C 5.16 0.46 1.19
H 5.76 0.40 2.11
C 5.67 1.63 0.34
H 4.96 1.80 -0.48
H 5.67 2.52 0.97
C 7.06 1.40 -0.25
C 7.08 0.31 -1.32
C 7.35 -1.10 -0.79
H 8.41 -1.22 -0.56
C 6.55 -1.45 0.48
H 6.40 -2.53 0.52
H 7.10 -1.14 1.37
H 7.10 -1.81 -1.57
H 7.85 0.54 -2.06
H 6.13 0.31 -1.85
H 7.77 1.16 0.54
H 7.38 2.34 -0.70
H 4.12 0.64 1.47
H 2.18 -1.73 1.62
H 0.01 -0.63 1.63
H -1.46 0.93 1.69
H -4.11 -0.15 1.71
H -7.87 0.21 0.59
H -6.46 -0.69 1.21
H -7.68 -0.82 -1.59
H -6.11 -1.55 -1.19
H -9.60 -1.94 -0.86
H -9.37 -3.39 0.16
H -9.20 -1.77 0.87
*
```

Properties
**Calculated total energy**: -34503.936 eV
**Orbital gap**: 9.2 eV
**Relative energy (zero: lowest compared OMol25 entry of this formula, charge and spin)**: 2.373 eV
**Max |F|**: 0.0128 Eh/bohr
**Structure (SMILES)**: COCCC(=O)N1CCC(Oc2ccc(C(=O)N3CCCCCC3)cc2)CC1
**HOMO**: -8.63 eV

Entry 2:
Molecular formula: CH6N4O3S
Method: DFT, ωB97M-V with the def2-TZVPD basis set

ORCA input file:
```
! RIJCOSX wB97M-V def2-TZVPD def2/J DEFGRID3
* xyz 0 1
C 0.72 1.28 0.11
N 2.25 -0.99 -0.55
N 0.10 1.50 -0.94
N 3.29 -0.68 -0.62
N -2.18 -1.42 1.03
O 4.37 -0.31 -0.66
O -1.79 -0.37 -1.19
O 0.52 0.25 0.99
S -2.96 -0.33 -0.01
H 1.63 1.64 0.49
H -1.25 0.40 -1.13
H 0.35 2.34 -1.42
H -1.94 -0.75 1.72
H -2.76 -2.14 1.36
H -0.36 -0.43 0.82
*
```

Properties
**Calculated total energy**: -24068.583 eV
**Orbital gap**: 9.4 eV
**Relative energy (zero: lowest compared OMol25 entry of this formula, charge and spin)**: 2.677 eV
**Max |F|**: 0.0945 Eh/bohr
**Structure (SMILES)**: N#[N+][O-].[H]/N=C/O.NSO
**HOMO**: -8.67 eV

Entry 3:
Molecular formula: C5H13NS
Method: DFT, ωB97M-V with the def2-TZVPD basis set

ORCA input file:
```
! RIJCOSX wB97M-V def2-TZVPD def2/J DEFGRID3
* xyz 0 3
C -0.89 -0.13 1.68
C -0.91 1.50 -0.12
C -2.04 -0.69 -0.52
C 3.33 -0.56 -0.62
C -0.91 0.02 0.11
N 0.19 -0.58 -0.46
S 2.35 0.56 0.42
H 0.06 0.25 1.92
H -1.54 0.60 2.21
H -1.00 -1.17 2.09
H -0.94 1.75 -1.30
H 0.06 1.97 0.17
H -1.65 1.93 0.43
H -2.91 -0.32 -0.17
H -2.09 -0.69 -1.54
H -1.84 -1.74 -0.21
H 4.48 -0.49 -0.54
H 3.12 -0.51 -1.72
H 2.98 -1.53 -0.41
H 0.16 -0.17 -1.41
*
```

Properties
**Calculated total energy**: -17716.684 eV
**Orbital gap (alpha / beta)**: 9.0 / 6.7 eV
**Relative energy (zero: lowest compared OMol25 entry of this formula, charge and spin)**: 0.368 eV
**Max |F|**: 0.0958 Eh/bohr
**HOMO (alpha / beta)**: -7.99 / -8.57 eV

Entry 4:
Molecular formula: C5H12ClEuLaO2
Method: DFT, ωB97M-V with the def2-TZVPD basis set

ORCA input file:
```
! RIJCOSX wB97M-V def2-TZVPD def2/J DEFGRID3
* xyz -1 7
Eu -0.53 1.74 -0.31
Cl 0.84 1.09 1.35
C -2.20 1.99 0.72
C 0.70 3.05 -1.11
H -2.74 2.80 0.20
H -2.82 1.09 0.72
H -2.00 2.30 1.75
H 0.06 3.81 -1.58
H 1.34 2.59 -1.88
H 1.33 3.52 -0.36
La 0.52 -1.02 0.30
C 2.29 -1.87 -0.28
C -0.42 0.02 -1.26
H 2.30 -1.91 -1.37
H 3.15 -1.32 0.11
H 2.24 -2.88 0.15
H 0.07 0.12 -2.20
H -1.43 -0.42 -1.25
O -1.41 -4.51 2.12
C -0.67 -3.70 1.58
O -0.97 -2.44 1.38
H 0.35 -4.03 1.21
*
```

Properties
**Calculated total energy**: -42169.430 eV
**Orbital gap (alpha / beta)**: 2.4 / 5.6 eV
**Relative energy (zero: lowest compared OMol25 entry of this formula, charge and spin)**: 10.195 eV
**Max |F|**: 0.1830 Eh/bohr
**HOMO (alpha / beta)**: 0.11 / -4.51 eV

Entry 5:
Molecular formula: C13H12O5PPb
Method: DFT, ωB97M-V with the def2-TZVPD basis set

ORCA input file:
```
! RIJCOSX wB97M-V def2-TZVPD def2/J DEFGRID3
* xyz 1 1
O -2.20 -4.85 1.90
C -1.74 -4.60 0.85
Pb 0.26 -0.11 -0.10
C 1.07 2.42 -0.74
O 1.55 3.23 -1.46
C 1.52 0.20 -2.93
O 1.75 -0.49 -3.89
C -1.95 0.61 -1.26
O -2.89 0.96 -1.83
C 2.62 -0.55 0.74
O 3.66 -0.75 1.16
H 0.09 -1.57 -1.02
C -2.91 1.02 2.17
P -1.11 1.17 2.22
C -0.91 2.99 1.98
C -0.78 1.09 4.05
C 0.34 1.77 4.60
C 0.55 1.77 6.00
C -0.34 1.08 6.89
C -1.45 0.41 6.31
C -1.67 0.39 4.92
H -3.25 1.18 1.16
H -3.41 1.72 2.82
H -3.21 0.02 2.46
H -1.48 3.56 2.72
H 0.13 3.29 2.05
H -1.28 3.25 0.99
H 1.09 2.25 3.96
H 1.39 2.29 6.43
H -0.21 1.14 7.98
H -2.15 -0.10 6.98
H -2.52 -0.21 4.51
*
```

Properties
**Calculated total energy**: -38438.225 eV
**Orbital gap**: 6.3 eV
**Max |F|**: 0.1617 Eh/bohr
**HOMO**: -10.87 eV

Entry 6:
Molecular formula: C11H20I2N3O8P
Method: DFT, ωB97M-V with the def2-TZVPD basis set

ORCA input file:
```
! RIJCOSX wB97M-V def2-TZVPD def2/J DEFGRID3
* xyz 0 1
C 0.89 -4.03 2.53
C -0.22 -3.30 1.54
C 0.39 -1.92 0.82
N -0.76 -1.10 0.30
C -0.34 0.35 -0.01
I -0.19 1.39 1.87
C -1.69 0.98 -0.78
O -2.40 1.97 0.04
C -3.68 1.45 0.55
P -5.02 1.16 -0.80
O -6.32 2.07 -0.55
O -5.58 -0.51 -0.57
O -4.43 1.28 -2.43
O 0.69 0.32 -0.98
C 2.02 0.81 -0.69
C 2.04 2.46 -0.80
C 2.64 3.25 0.49
N 1.99 4.17 1.28
C 2.90 0.34 -2.04
C 3.02 -1.29 -2.19
O 3.85 -2.09 -1.50
I 1.74 -2.30 -3.70
O 2.73 0.25 0.46
N 4.06 0.35 0.39
O 4.49 -0.40 1.29
H 1.98 -3.76 2.15
H 0.73 -3.67 3.66
H 0.66 -5.19 2.50
H -0.64 -4.02 0.71
H -1.12 -2.93 2.22
H 1.12 -2.28 -0.06
H 1.05 -1.41 1.63
H -1.58 -1.10 0.96
H -1.31 1.55 -1.75
H -2.36 0.09 -1.16
H -4.12 2.31 1.27
H -3.54 0.51 1.27
H -4.95 -0.96 0.07
H -4.68 0.47 -2.98
H 2.53 2.82 -1.83
H 0.89 2.78 -0.89
H 3.77 3.01 0.79
H 2.67 4.49 2.02
H 3.90 0.93 -2.16
H 2.21 0.69 -2.95
*
```

Properties
**Calculated total energy**: -58061.651 eV
**Orbital gap**: 8.6 eV
**Max |F|**: 0.1763 Eh/bohr
**Structure (SMILES)**: [H]/N=C/C[C@@](CC(=O)I)(ON=O)O[C@@](I)(COCP(=O)(O)O)NCCC
**HOMO**: -9.34 eV

Entry 7:
Molecular formula: C2H5NO3
Method: DFT, ωB97M-V with the def2-TZVPD basis set

ORCA input file:
```
! RIJCOSX wB97M-V def2-TZVPD def2/J DEFGRID3
* xyz 0 1
C -0.78 -0.27 1.06
C 0.35 0.14 -0.73
N 1.59 -0.35 -1.03
O 0.36 0.45 0.84
O -1.93 0.46 1.10
O -0.39 0.74 -1.46
H -1.91 1.10 0.37
H 2.22 -0.47 -0.25
H 2.00 0.04 -1.86
H -0.72 -0.93 1.93
H -0.78 -0.92 0.02
*
```

Properties
**Calculated total energy**: -9786.075 eV
**Orbital gap**: 10.7 eV
**Relative energy (zero: lowest compared OMol25 entry of this formula, charge and spin)**: 2.114 eV
**Max |F|**: 0.1070 Eh/bohr
**Structure (SMILES)**: NC(=O)OCO
**HOMO**: -10.22 eV

Entry 8:
Molecular formula: C6H12O2
Method: DFT, ωB97M-V with the def2-TZVPD basis set

ORCA input file:
```
! RIJCOSX wB97M-V def2-TZVPD def2/J DEFGRID3
* xyz 0 1
C -0.07 -2.03 -1.23
C 2.02 1.67 0.17
C 1.73 0.23 0.47
O -0.06 -1.06 -0.23
O 2.49 -0.67 0.24
H 0.24 -2.96 -0.74
H 0.75 -1.79 -1.92
H -1.05 -2.08 -1.70
H 2.64 2.09 0.96
H 1.10 2.25 0.15
H 2.51 1.76 -0.80
C -1.78 -0.25 1.36
C -0.91 0.11 0.19
C -1.32 0.91 -0.80
H 0.73 0.23 1.18
H -1.80 -1.29 1.68
H -2.81 0.06 1.15
H -1.47 0.26 2.27
H -0.83 0.95 -1.76
H -2.12 1.60 -0.65
*
```

Properties
**Calculated total energy**: -10507.759 eV
**Orbital gap**: 9.8 eV
**Relative energy (zero: lowest compared OMol25 entry of this formula, charge and spin)**: 4.548 eV
**Max |F|**: 0.1216 Eh/bohr
**Structure (SMILES)**: C=C(C)OC.CC=O
**HOMO**: -8.94 eV

Q: max |F| of number 4 (C5H12ClEuLaO2)?
A: 0.1830 Eh/bohr

Q: What is the max |F| in the eighth record?
A: 0.1216 Eh/bohr

Q: Which of these has the highest calculated total energy?
A: C2H5NO3